# 1
Density functional theory data (wB97M-V/def2-TZVPD) for an isolated molecule of C2H6N2S at a distorted geometry.

Element x y z (Å)
1 C 0.413491 -1.351198 1.166512
2 C -0.596407 0.207423 -0.194271
3 H -0.515170 -2.160382 0.771015
4 H 0.170449 -0.847528 2.371198
5 H 1.434892 -1.957512 1.014360
6 H -1.273374 -0.545678 -0.522762
7 H -1.396150 1.248167 -1.631996
8 H 1.697208 1.677667 -1.256135
9 N 0.479356 -0.321477 0.175932
10 N -0.896316 1.590585 -0.751848
11 S 0.482021 2.459932 -1.142005

Force components x, y, z for each atom (eV/Å):
C -0.7 -2.8 -0.1
C 0.2 0.9 -1.7
H 2.2 2.0 1.7
H 1.0 -1.9 -3.9
H -2.4 1.2 1.3
H -2.3 -0.1 0.5
H 0.6 1.2 1.2
H -2.2 0.1 0.2
N 0.8 3.3 2.0
N 0.3 -5.5 -0.8
S 2.5 1.6 -0.3

Computed properties:
Multiplicity = 1
Energy relative to the best compared isomer or geometry (same formula, charge and spin) = 4.120 eV
Kohn-Sham gap = 9.57 eV

# 2
Density functional theory data (wB97M-V/def2-TZVPD) for an isolated molecule of C2H6N2S2 at a distorted geometry.

Element x y z (Å)
1 C 0.013284 -1.406627 1.356188
2 C 0.054491 0.882412 0.339929
3 H 0.356907 -1.082327 2.277819
4 H 0.847213 -1.961560 0.865607
5 H -0.916011 -1.910720 1.714688
6 H 0.370688 -0.841240 -2.004079
7 H 0.490274 0.997236 1.399628
8 H 0.285962 2.951150 -2.470665
9 N -0.407928 -0.360839 0.283100
10 N 0.309061 1.837316 -0.434767
11 S -1.002935 -0.962115 -1.288988
12 S -0.401007 1.857314 -2.038460

Force components x, y, z for each atom (eV/Å):
C -1.5 -0.2 -3.1
C 2.6 0.7 3.3
H 1.0 2.0 1.4
H -1.1 -0.3 0.6
H 0.8 -0.4 -1.2
H -2.9 -0.5 1.4
H -0.5 0.3 -1.4
H -0.2 -0.3 0.5
N -1.6 -2.9 -0.4
N -1.0 0.8 -1.5
S 3.6 0.2 0.5
S 0.6 0.7 -0.1

Computed properties:
Multiplicity = 1
Energy relative to the best compared isomer or geometry (same formula, charge and spin) = 2.712 eV
Kohn-Sham gap = 8.51 eV

# 3
Density functional theory data (wB97M-V/def2-TZVPD) for the ion C2H6N3O with charge +1 at a distorted geometry.

Element x y z (Å)
1 C 1.510880 -0.170148 0.080265
2 C -1.479782 -0.152765 0.638314
3 N 1.720898 1.178674 -0.060694
4 N 0.419149 -0.764423 -0.743573
5 N -0.799141 -0.965507 -0.061182
6 O 2.100648 -0.890886 0.858804
7 H -1.200770 0.874691 0.904371
8 H -2.430169 -0.589687 0.957753
9 H 1.343880 1.622913 -0.988802
10 H 0.903983 -1.616096 -1.163115
11 H -1.176216 -1.944682 -0.182080
12 H 2.619982 1.488081 0.170954

Force components x, y, z for each atom (eV/Å):
C 0.9 0.0 1.8
C -0.6 0.0 0.3
N -3.0 -0.4 -3.7
N 0.6 0.2 -0.2
N 1.3 -2.0 -1.2
O -0.7 0.8 -1.1
H 0.2 -0.5 -0.4
H 0.3 0.5 0.2
H 1.0 -1.2 2.5
H -1.8 0.8 1.0
H 0.4 1.4 0.0
H 1.4 0.5 0.7

Computed properties:
Multiplicity = 1
Net charge = +1
Energy relative to the best compared isomer or geometry (same formula, charge and spin) = 2.793 eV
Kohn-Sham gap = 9.63 eV

# 4
Density functional theory data (wB97M-V/def2-TZVPD) for the ion C2H6N3O2S with charge +1 at a distorted geometry.

Element x y z (Å)
1 C -2.202065 -0.268784 -0.026884
2 C 1.392131 0.373657 0.053200
3 N -1.635263 -1.359463 -0.296297
4 N 0.965406 -0.816946 0.434115
5 N 2.740696 0.671936 -0.179418
6 O -3.261354 0.367628 0.352761
7 O -1.167190 1.132149 -0.158951
8 S 0.343150 1.705005 -0.322144
9 H -2.188547 -2.154904 -0.500816
10 H 1.466986 -1.683235 0.269386
11 H 0.057302 -0.988033 0.810111
12 H 3.481815 0.207518 0.237481
13 H 3.034126 1.513298 -0.721540
14 H -3.027197 1.300179 0.048999

Force components x, y, z for each atom (eV/Å):
C 2.7 -1.2 -0.9
C 2.1 1.0 -0.9
N -1.4 3.8 0.8
N 1.2 0.0 0.2
N -3.2 1.3 -1.3
O 1.2 0.3 -1.1
O -0.8 -0.7 0.4
S -0.5 -1.4 0.5
H -0.9 -0.9 0.0
H 0.5 0.5 0.1
H -0.6 0.4 -0.2
H 1.2 -1.4 1.0
H -0.8 -1.1 0.7
H -0.8 -0.6 0.7

Computed properties:
Multiplicity = 1
Net charge = +1
Energy relative to the best compared isomer or geometry (same formula, charge and spin) = 0.000 eV
Kohn-Sham gap = 9.46 eV

# 5
Density functional theory data (wB97M-V/def2-TZVPD) for the ion C2H6N3OS with charge +1 at a distorted geometry.

Element x y z (Å)
1 C -0.605965 0.070805 -0.314333
2 C -2.049579 0.015162 -0.241916
3 N 3.018026 -0.618831 0.869493
4 N 0.149565 -1.030533 -0.098707
5 N 0.068407 1.177227 -0.428700
6 O 1.441566 1.094315 -0.139270
7 S 2.082567 -0.485684 -0.247200
8 H -2.477763 0.713308 -1.031284
9 H -2.319113 0.343683 0.778548
10 H -2.340439 -0.994038 -0.340833
11 H 3.543080 -0.381191 1.676614
12 H -0.251468 -1.978856 0.115088
13 H -0.258880 2.074632 -0.597506

Force components x, y, z for each atom (eV/Å):
C 1.7 -3.0 1.3
C -1.0 2.2 -0.5
N -1.2 -0.4 -2.6
N -0.3 1.2 0.0
N 1.7 -1.6 0.2
O -0.9 0.1 -0.4
S 1.1 -0.3 1.6
H 0.1 -1.0 1.1
H -0.1 0.1 -0.5
H -0.7 -0.9 -0.4
H -0.2 0.3 0.9
H 0.5 1.6 -0.4
H -0.6 1.9 -0.3

Computed properties:
Multiplicity = 1
Net charge = +1
Energy relative to the best compared isomer or geometry (same formula, charge and spin) = 4.458 eV
Kohn-Sham gap = 10.41 eV

# 6
Density functional theory data (wB97M-V/def2-TZVPD) for a cluster of 2 separate species, C2H6N3OS in total at a distorted geometry.

Element x y z (Å)
1 C -0.843484 0.051491 0.167576
2 C 0.461068 1.438917 -0.974081
3 N -0.411229 0.488938 -1.118463
4 N -0.324327 0.962118 1.021474
5 N 0.379867 1.891487 0.298068
6 O -1.510312 -0.911001 0.414614
7 S 1.045357 -3.156317 0.117047
8 H 0.853761 2.113015 -1.731055
9 H 0.003939 -3.905516 -0.144275
10 H -0.478807 -0.102332 -1.954157
11 H -0.198180 1.058767 2.009325
12 H 0.708805 2.682413 0.744881
13 H 0.313544 -2.611980 1.149044

Force components x, y, z for each atom (eV/Å):
C -1.7 -2.4 0.6
C -0.6 4.2 1.5
N 0.6 -1.7 -0.5
N 0.7 2.0 -0.3
N 0.1 -3.4 -2.6
O 0.3 0.6 -0.3
S 0.0 0.9 1.0
H 0.3 -0.6 -0.1
H -0.6 -0.6 -0.4
H -0.2 0.2 0.5
H -0.6 -0.8 0.5
H 1.1 1.9 0.6
H 0.7 -0.3 -0.6

Computed properties:
Multiplicity = 1
Net charge = +1
Energy relative to the best compared isomer or geometry (same formula, charge and spin) = 1.868 eV
Kohn-Sham gap = 7.73 eV

# 7
Density functional theory data (wB97M-V/def2-TZVPD) for the ion C2H6N3S with charge +1 at a distorted geometry.

Element x y z (Å)
1 C -1.293586 0.487768 0.033675
2 C -1.184584 -1.089466 -0.089196
3 N 0.074004 0.992202 -0.177406
4 N 1.006415 0.244995 -0.097375
5 N 2.229570 0.582975 0.049676
6 S 0.636229 -1.455365 -0.019514
7 H -2.107896 0.954282 -0.478514
8 H -1.571883 0.898616 1.087154
9 H -1.705021 -1.683318 0.708306
10 H -1.575663 -1.538627 -1.016093
11 H 2.378473 1.554823 0.020888
12 H 3.113937 0.051120 -0.021597

Force components x, y, z for each atom (eV/Å):
C 1.3 -1.2 2.6
C -0.3 -0.6 0.3
N -1.7 3.7 -0.3
N -2.1 -3.6 0.1
N 3.3 1.1 0.2
S -0.8 -0.9 0.3
H 0.2 0.2 -1.5
H 0.8 -1.2 -1.2
H 0.7 0.9 -0.3
H 0.3 0.7 0.1
H 0.0 1.5 0.0
H -1.6 -0.6 -0.2

Computed properties:
Multiplicity = 1
Net charge = +1
Energy relative to the best compared isomer or geometry (same formula, charge and spin) = 3.348 eV
Kohn-Sham gap = 9.97 eV

# 8
Density functional theory data (wB97M-V/def2-TZVPD) for the ion C2H6N3S2 with charge +1 at a distorted geometry.

Element x y z (Å)
1 C -0.440279 -1.523335 2.029996
2 C 0.675598 0.787458 -1.158224
3 N -1.430395 -1.114426 1.379078
4 N -1.477463 -0.132966 0.519781
5 N 1.694167 1.559679 -1.469697
6 S -0.148489 1.118183 0.350037
7 S 0.187041 -0.479844 -2.206610
8 H 0.523728 -1.016094 2.040453
9 H -0.568708 -2.415358 2.616498
10 H -2.372164 0.345350 0.515560
11 H 2.197869 1.449708 -2.340165
12 H 1.994724 2.300445 -0.850468
13 H -0.835630 -0.878801 -1.426239

Force components x, y, z for each atom (eV/Å):
C 0.5 0.2 0.0
C -0.7 -0.6 0.2
N -0.6 -1.4 1.0
N 1.2 2.0 -2.0
N -0.3 -0.2 0.1
S -0.5 -0.3 0.5
S 0.3 0.2 -0.1
H 0.1 0.0 -0.1
H -0.1 -0.1 0.2
H 0.1 0.1 0.0
H 0.0 0.0 0.0
H 0.0 0.0 0.0
H -0.1 0.1 0.1

Computed properties:
Multiplicity = 1
Net charge = +1
Energy relative to the best compared isomer or geometry (same formula, charge and spin) = 2.216 eV
Kohn-Sham gap = 9.12 eV

# 9
Density functional theory data (wB97M-V/def2-TZVPD) for a cluster of 2 separate species, C2H6N3S2 in total at a distorted geometry.

Element x y z (Å)
1 C -1.970883 0.431349 -0.240338
2 C -0.967292 -0.553851 -0.000108
3 N -0.302372 -0.366931 1.193769
4 N -0.731639 -1.622034 -0.747817
5 N -0.606371 0.709026 1.832160
6 S -1.824401 1.517675 1.082645
7 S 3.180723 1.817558 -1.122339
8 H -2.648350 0.369954 -1.012468
9 H 0.531213 -0.774711 1.472527
10 H -1.458093 -2.160202 -1.197907
11 H 0.256025 -2.001512 -0.804857
12 H 3.531606 0.472069 -0.783112
13 H 3.009833 2.161611 0.327846

Force components x, y, z for each atom (eV/Å):
C 3.5 -0.9 3.7
C -1.7 0.7 -0.1
N -2.5 2.0 -2.1
N 2.5 -1.9 -0.8
N -1.1 1.9 0.2
S 0.7 -1.5 -0.1
S 0.0 -1.2 3.3
H -1.4 0.4 -1.5
H 1.8 -1.5 0.7
H 0.1 0.3 0.0
H -2.0 0.5 0.1
H -0.4 1.8 -0.5
H 0.4 -0.6 -2.8

Computed properties:
Multiplicity = 1
Net charge = +1
Energy relative to the best compared isomer or geometry (same formula, charge and spin) = 2.320 eV
Kohn-Sham gap = 7.29 eV

> What is the formula in the fifth record?

C2H6N3OS